DFT (ωB97M-V/def2-TZVPD) results for C2I2S2 in the gas phase.

The geometry in XYZ format:
```
6
Properties=species:S:1:pos:R:3:forces:R:3:mulliken_charge:R:1
S 0.89433 -1.10281 1.66671 0.18 -0.46 0.21 -0.126
C 0.62945 -0.21623 0.39200 0.45 1.32 0.17 -0.001
I 1.89921 1.44357 -0.22885 -0.19 -0.55 0.08 0.150
C -0.57869 -0.18590 -0.41275 -1.06 -1.01 -1.62 -0.120
S -0.83266 -1.17556 -1.68944 0.29 0.99 1.26 -0.110
I -2.01163 1.23693 0.27233 0.33 -0.29 -0.11 0.206
```
Positions in Å, forces in eV/Å.

Output
relative energy (zero: lowest compared OMol25 entry of this formula, charge and spin): 0.0 kJ/mol
molar mass: 341.96 g/mol
SMILES string: S=C(I)C(=S)I
E_tot: -1467.9167 Ha
multiplicity: 1
Kohn-Sham gap: 7.68 eV
highest occupied orbital energy: -9.252 eV